1.
The following is a quantum chemistry calculation of a molecular structure, C26H32F6N3O4S2Si2TaTe in a non-equilibrium geometry, from the OMol25 dataset.

Element x y z (Å)
Ta -0.159 -1.239 -0.172
F 2.037 -5.763 0.831
C 2.645 -4.690 0.401
F 3.431 -4.953 -0.612
F 3.302 -4.090 1.373
S 1.365 -3.477 -0.160
O 0.433 -3.164 0.919
O 1.969 -2.180 -0.505
N 0.688 -4.179 -1.354
S -0.463 -3.304 -1.945
O -1.540 -3.057 -0.995
O 0.025 -1.984 -2.356
C -0.983 -4.266 -3.454
F -0.767 -5.536 -3.238
F -2.259 -4.021 -3.641
F -0.264 -3.821 -4.457
C 0.681 0.992 -2.792
Si -1.164 0.869 -2.600
C -1.862 2.595 -2.576
C -2.015 -0.232 -3.842
N -1.386 0.073 -0.966
C -2.556 0.267 -0.216
C -3.726 0.864 -0.677
C -4.781 1.052 0.193
C -4.677 0.645 1.521
C -3.539 0.009 1.976
C -2.473 -0.210 1.106
N -1.262 -0.886 1.413
Si -0.966 -1.261 3.206
C -1.102 0.422 4.007
C -2.192 -2.565 3.705
C 0.724 -1.957 3.556
H 0.889 1.359 -3.801
H 1.247 0.066 -2.675
H 1.073 1.739 -2.103
H -1.187 3.244 -3.140
H -1.949 3.015 -1.573
H -2.837 2.649 -3.060
H -2.671 0.356 -4.485
H -2.630 -0.988 -3.349
H -1.293 -0.738 -4.484
H -3.813 1.168 -1.709
H -5.692 1.515 -0.161
H -5.501 0.808 2.201
H -3.496 -0.324 3.000
H -1.369 1.206 3.297
H -0.152 0.695 4.472
H -1.854 0.420 4.798
H -3.172 -2.193 3.994
H -1.785 -3.105 4.563
H -2.327 -3.292 2.901
H 1.570 -1.398 3.162
H 0.812 -3.007 3.285
H 0.807 -1.905 4.647
Te 1.684 0.590 0.972
C 0.961 2.551 1.084
C -0.339 2.879 0.736
C -0.767 4.188 0.918
C 0.099 5.140 1.436
C 1.398 4.791 1.786
C 1.837 3.486 1.624
C 3.351 0.918 -0.286
C 4.346 -0.051 -0.279
C 5.482 0.146 -1.051
C 5.622 1.306 -1.800
C 4.629 2.276 -1.776
C 3.483 2.088 -1.017
H -1.010 2.134 0.336
H -1.782 4.459 0.657
H -0.240 6.158 1.573
H 2.070 5.532 2.197
H 2.844 3.207 1.908
H 4.254 -0.943 0.327
H 6.263 -0.602 -1.051
H 6.514 1.460 -2.392
H 4.746 3.188 -2.345
H 2.721 2.856 -0.986

Computed properties:
* net charge: +2
* frontier orbital gap: 6.89 eV



2.
The following is a quantum chemistry calculation of a gas-phase ion, C3H8BrN2 (charge +1) in a non-equilibrium geometry, from the OMol25 dataset.

Element x y z (Å)
C -0.264 -1.317 -1.497
N 0.889 -0.539 -1.079
C 0.814 0.157 0.009
Br 2.370 1.225 0.317
N -0.281 0.236 0.722
C -0.563 1.143 1.870
H -0.436 -2.050 -0.743
H -1.195 -0.670 -1.521
H -0.025 -1.524 -2.588
H 1.658 -0.578 -1.788
H -1.057 -0.039 0.100
H -1.519 1.686 1.548
H 0.379 1.669 1.877
H -0.769 0.602 2.775

Computed properties:
* ΔE to the lowest compared entry with this formula, charge and spin: 28.90 kcal per mole
* net charge: +1
* SMILES string: CN/C(Br)=[NH+]/C
* frontier orbital gap: 11.52 eV



3.
The following is a quantum chemistry calculation of a single C20H23BrN2OS molecule, from the OMol25 dataset.

Element x y z (Å)
C 4.332 2.677 0.041
N 3.083 2.608 0.766
C 2.010 3.382 0.186
C 1.375 2.810 -1.097
C 0.355 1.732 -0.801
O -0.836 1.916 -0.980
N 0.826 0.552 -0.330
C -0.150 -0.500 -0.046
C -0.605 -0.377 1.409
S -1.960 -1.514 1.835
C -3.413 -0.809 1.116
C -3.460 0.391 0.420
C -4.667 0.844 -0.085
C -5.817 0.102 0.109
Br -7.475 0.734 -0.587
C -5.784 -1.098 0.803
C -4.580 -1.548 1.303
C 0.392 -1.848 -0.459
C 0.703 -2.864 0.434
C 1.208 -4.069 -0.026
C 1.419 -4.270 -1.378
C 1.114 -3.260 -2.276
C 0.603 -2.061 -1.818
C 2.210 0.339 0.041
C 2.692 1.277 1.166
H 4.309 2.231 -0.963
H 5.100 2.168 0.622
H 4.616 3.724 -0.060
H 2.408 4.376 -0.032
H 1.230 3.495 0.946
H 0.841 3.608 -1.614
H 2.150 2.427 -1.763
H -1.011 -0.276 -0.691
H 0.200 -0.623 2.101
H -0.938 0.642 1.609
H -2.585 0.994 0.239
H -4.699 1.774 -0.631
H -6.686 -1.671 0.949
H -4.532 -2.480 1.846
H 0.542 -2.737 1.494
H 1.438 -4.853 0.681
H 1.814 -5.210 -1.732
H 1.271 -3.410 -3.334
H 0.358 -1.275 -2.518
H 2.300 -0.695 0.378
H 2.854 0.452 -0.838
H 3.553 0.816 1.657
H 1.892 1.377 1.907

Computed properties:
* SMILES string: CN1CCC(=O)N([C@H](CSc2ccc(Br)cc2)c2ccccc2)CC1
* frontier orbital gap: 8.55 eV



| no. | LUMO level (eV) | HOMO level (eV) |
| --- | --- | --- |
| 1 | -7.1 | -14.00 |
| 2 | -3.6 | -15.17 |
| 3 | 0.6 | -7.95 |